Record 1
This record from OMol25 describes a gas-phase ion, ClHNO2S (charge -1). The level of theory is the ωB97M-V functional and the def2-TZVPD basis.

Last column: natural (NBO) charge in e.
Geometry (Å):
N (-1.251, -0.279, -0.260)  -1.155
S (0.274, -0.194, -0.077)  2.149
O (0.936, -0.559, -1.420)  -0.966
O (0.999, -0.823, 1.071)  -0.960
Cl (0.873, 1.858, 0.174)  -0.424
H (-1.830, -0.004, 0.511)  0.355

As for the gap between HOMO and LUMO: 9.0 eV. Its relative energy (zero: lowest compared OMol25 entry of this formula, charge and spin) is 0.3863 eV. As for the SMILES: N=[S@](=O)([O-])Cl. As for the HOMO energy: -5.1 eV. Its total charge is -1.

---

Record 2
This record from OMol25 describes C2HBrN2S2 in the gas phase. The level of theory is the ωB97M-V functional and the def2-TZVPD basis.

Last column: natural (NBO) charge in e.
Geometry (Å):
C (-0.821, 0.713, 0.586)  0.037
C (0.720, -0.627, -0.412)  -0.151
N (-1.797, -0.368, -1.481)  -0.583
N (0.445, 0.365, 0.414)  -0.701
S (1.820, -1.769, 0.043)  0.020
S (-0.568, -1.118, -1.765)  0.904
Br (-1.115, 2.167, 1.676)  0.077
H (1.315, 0.637, 0.938)  0.396

As for the gap between HOMO and LUMO: 6.4 eV. Its relative energy (zero: lowest compared OMol25 entry of this formula, charge and spin) is 5.3795 eV. As for the HOMO energy: -8.2 eV.

---

Record 3
This record from OMol25 describes a molecular structure, C31H59Br21Cl12O2P. The level of theory is the ωB97M-V functional and the def2-TZVPD basis.

Last column: Löwdin charge in e.
Geometry (Å):
C (3.726, 2.067, 1.515)  -0.148
C (3.807, 1.087, 0.372)  -0.295
C (2.513, 0.707, -0.343)  -0.245
C (1.482, 0.143, 0.621)  -0.271
P (-0.006, -0.500, -0.182)  1.055
C (-1.194, -1.148, 1.013)  -0.254
C (-2.579, -1.310, 0.371)  -0.214
C (-3.813, -1.323, 1.305)  -0.259
C (-5.019, -1.656, 0.415)  -0.146
C (-0.659, 0.509, -1.524)  -0.270
C (-1.103, -0.085, -2.870)  -0.235
C (-1.417, 0.968, -3.897)  -0.277
C (-0.204, 1.707, -4.497)  -0.144
C (0.650, -1.957, -1.113)  -0.253
C (1.243, -3.111, -0.298)  -0.250
C (0.473, -4.400, -0.140)  -0.294
C (1.324, -5.482, 0.504)  -0.110
H (4.745, 2.240, 1.856)  -0.017
H (3.237, 1.637, 2.392)  0.003
H (3.189, 2.995, 1.317)  0.078
H (4.336, 0.158, 0.626)  0.068
H (4.433, 1.531, -0.413)  0.042
H (2.661, 0.010, -1.184)  0.102
H (2.264, 1.592, -0.944)  0.073
H (1.102, 0.968, 1.242)  0.072
H (1.902, -0.669, 1.220)  0.046
H (-1.131, -0.506, 1.896)  0.050
H (-0.750, -2.096, 1.358)  0.091
H (-2.621, -2.188, -0.273)  0.097
H (-2.780, -0.365, -0.150)  0.088
H (-4.021, -0.402, 1.841)  0.076
H (-3.738, -2.153, 2.012)  0.086
H (-5.954, -1.488, 0.957)  0.079
H (-4.991, -2.660, -0.003)  0.036
H (-5.128, -0.954, -0.425)  0.004
H (0.031, 1.358, -1.644)  0.054
H (-1.471, 1.126, -1.111)  0.080
H (-2.041, -0.597, -2.605)  0.100
H (-0.458, -0.914, -3.168)  0.098
H (-2.197, 1.659, -3.591)  0.055
H (-1.740, 0.374, -4.756)  0.070
H (0.535, 1.882, -3.711)  0.061
H (-0.367, 2.580, -5.121)  -0.008
H (0.279, 1.034, -5.220)  0.062
H (1.336, -1.626, -1.887)  0.087
H (-0.283, -2.317, -1.570)  0.071
H (1.572, -2.781, 0.702)  0.089
H (2.256, -3.289, -0.687)  0.118
H (0.027, -4.805, -1.054)  0.086
H (-0.382, -4.283, 0.540)  0.067
H (1.670, -5.253, 1.517)  0.061
H (2.153, -5.826, -0.119)  0.080
H (0.742, -6.391, 0.710)  0.057
O (-0.859, 1.797, 1.284)  -0.385
C (-1.860, 2.327, 2.098)  -0.368
C (-2.386, 1.377, 3.200)  -0.443
O (-1.831, 1.389, 4.433)  -0.379
H (-2.676, 2.706, 1.447)  0.074
H (-1.386, 3.181, 2.610)  0.079
H (-2.326, 0.338, 2.732)  0.046
H (-3.515, 1.341, 3.159)  0.082
C (0.394, 1.282, 4.228)  -0.984
Cl (1.781, 2.290, 4.532)  0.534
Cl (0.912, -0.457, 4.270)  0.462
H (-0.378, 1.440, 4.977)  -0.002
H (-0.113, 1.377, 3.264)  -0.002
C (-6.143, 0.670, -5.629)  -0.994
Cl (-7.253, -0.427, -6.403)  0.521
Cl (-4.453, 0.051, -5.771)  0.457
H (-6.121, 1.576, -6.222)  0.016
H (-6.370, 0.903, -4.596)  0.003
C (0.358, 3.191, -8.156)  -0.998
Cl (-1.014, 4.089, -7.410)  0.493
Cl (1.792, 2.975, -7.175)  0.545
H (0.019, 2.182, -8.345)  0.017
H (0.579, 3.748, -9.054)  0.015
C (-5.125, 1.972, -0.641)  -0.993
Cl (-6.535, 1.352, -1.527)  0.513
Cl (-4.118, 3.066, -1.597)  0.495
H (-5.430, 2.401, 0.304)  0.042
H (-4.474, 1.129, -0.432)  -0.012
C (-2.730, -1.310, 4.862)  -1.031
Cl (-2.150, -2.515, 5.999)  0.487
Cl (-4.501, -1.421, 4.695)  0.498
H (-2.549, -0.306, 5.246)  0.005
H (-2.282, -1.463, 3.889)  -0.001
C (0.644, 5.447, 2.356)  -1.015
Cl (-0.113, 6.701, 1.373)  0.494
Cl (1.837, 6.239, 3.442)  0.461
H (-0.074, 5.003, 3.037)  0.013
H (1.061, 4.650, 1.754)  -0.021
C (-3.896, -7.640, 0.380)  -1.588
Br (-5.612, -6.820, 0.788)  0.551
Br (-2.553, -6.227, 0.427)  0.563
Br (-3.943, -8.555, -1.312)  0.565
H (-3.654, -8.320, 1.180)  -0.029
C (4.876, 0.296, 5.902)  -1.575
Br (6.349, -0.961, 6.279)  0.495
Br (5.447, 1.587, 4.591)  0.587
Br (4.292, 1.034, 7.613)  0.552
H (4.027, -0.244, 5.504)  -0.081
C (7.730, 4.608, 2.564)  -1.630
Br (6.770, 4.136, 0.972)  0.596
Br (8.417, 6.413, 2.448)  0.562
Br (9.103, 3.325, 3.005)  0.561
H (7.116, 4.637, 3.451)  -0.038
C (3.703, -3.627, 3.478)  -1.593
Br (5.167, -4.896, 3.256)  0.555
Br (4.150, -1.890, 2.759)  0.594
Br (3.107, -3.361, 5.275)  0.599
H (2.887, -3.988, 2.873)  -0.065
C (-0.138, 5.397, -2.301)  -1.539
Br (0.959, 6.141, -3.783)  0.504
Br (0.883, 4.276, -1.124)  0.652
Br (-1.659, 4.499, -3.062)  0.617
H (-0.306, 6.309, -1.749)  -0.053
C (7.712, -0.647, -1.479)  -1.608
Br (7.094, 1.170, -1.202)  0.593
Br (9.609, -0.837, -1.338)  0.582
Br (7.072, -1.358, -3.189)  0.531
H (7.253, -1.275, -0.733)  -0.034
C (-4.193, -3.954, -3.954)  -1.575
Br (-2.655, -4.592, -2.909)  0.508
Br (-3.592, -3.291, -5.646)  0.562
Br (-5.017, -2.564, -2.936)  0.626
H (-4.761, -4.864, -4.060)  -0.022

As for the gap between HOMO and LUMO: 4.6 eV. As for the HOMO energy: -3.5 eV. Its total charge is -1.

---

Record 4
This record from OMol25 describes C3H7N3O2 in the gas phase. The level of theory is the ωB97M-V functional and the def2-TZVPD basis.

Last column: natural (NBO) charge in e.
Geometry (Å):
C (1.331, 1.423, -0.023)  -0.291
O (0.820, 0.455, 0.860)  -0.448
N (0.464, -0.929, 0.284)  0.133
N (1.225, -1.271, -0.787)  -0.668
N (-0.888, -0.832, -0.076)  -0.339
C (-1.961, -0.645, 0.943)  -0.347
C (-1.657, 0.319, -0.117)  0.698
O (-1.922, 1.268, -0.781)  -0.505
H (0.548, 1.848, -0.662)  0.177
H (2.116, 1.010, -0.671)  0.181
H (1.786, 2.198, 0.595)  0.205
H (0.929, -0.925, -1.698)  0.369
H (1.644, -2.183, -0.675)  0.393
H (-1.666, -0.376, 1.951)  0.226
H (-2.768, -1.361, 0.856)  0.217

As for the gap between HOMO and LUMO: 10.5 eV. Its relative energy (zero: lowest compared OMol25 entry of this formula, charge and spin) is 6.9644 eV. As for the SMILES: CON(N)N1CC1=O. As for the HOMO energy: -9.6 eV.

---

Record 5
This record from OMol25 describes a molecular structure, C29H32AsFeNO7P2. The level of theory is the ωB97M-V functional and the def2-TZVPD basis.

Last column: Löwdin charge in e.
Geometry (Å):
Fe (-0.734, -0.630, 0.011)  0.236
C (0.993, 3.088, -0.901)  -0.056
C (1.616, 1.722, -1.218)  -0.591
O (2.936, 1.872, -1.716)  -0.052
P (0.580, 0.871, -2.445)  0.509
O (0.357, 1.829, -3.684)  -0.066
O (1.438, -0.297, -3.087)  -0.088
O (-0.711, 0.474, -1.832)  -0.250
P (1.633, 0.726, 0.337)  0.382
O (1.519, -0.837, -0.306)  -0.213
O (2.932, 0.918, 1.002)  -0.261
O (0.298, 0.894, 1.005)  -0.317
H (1.086, 3.736, -1.772)  0.086
H (1.532, 3.547, -0.071)  0.095
H (-0.055, 2.987, -0.627)  0.065
H (3.534, 1.723, -0.966)  0.085
H (1.176, 2.085, -4.127)  0.105
H (1.675, -0.952, -2.413)  0.073
H (2.013, -1.467, 0.240)  0.091
C (-2.887, 1.462, -0.353)  -0.066
N (-2.633, 0.244, 0.427)  -0.298
C (-2.747, 0.578, 1.851)  -0.076
C (-3.600, -0.798, 0.028)  -0.146
C (-3.081, -1.460, -1.224)  -0.248
C (-3.802, -1.507, -2.407)  -0.051
C (-3.216, -2.036, -3.550)  -0.096
C (-1.914, -2.506, -3.504)  -0.093
C (-1.190, -2.421, -2.316)  -0.138
C (-1.745, -1.887, -1.153)  -0.202
H (-3.860, 1.886, -0.078)  0.096
H (-2.872, 1.226, -1.413)  0.086
H (-2.107, 2.192, -0.144)  0.079
H (-3.713, 1.048, 2.071)  0.097
H (-1.940, 1.261, 2.114)  0.084
H (-2.659, -0.326, 2.452)  0.056
H (-4.609, -0.390, -0.121)  0.129
H (-3.644, -1.508, 0.857)  0.100
H (-4.818, -1.126, -2.445)  0.107
H (-3.773, -2.071, -4.478)  0.096
H (-1.452, -2.906, -4.399)  0.098
H (-0.159, -2.771, -2.309)  0.090
C (-4.463, -4.162, 3.620)  -0.085
C (-4.129, -4.525, 2.324)  -0.075
C (-3.007, -3.982, 1.716)  -0.104
C (-2.211, -3.071, 2.403)  -0.338
C (-2.543, -2.717, 3.706)  -0.108
C (-3.668, -3.258, 4.311)  -0.078
As (-0.660, -2.286, 1.530)  1.373
C (0.563, -2.108, 3.017)  -0.288
C (0.669, -1.034, 3.887)  -0.091
C (1.705, -1.002, 4.810)  -0.071
C (2.647, -2.023, 4.833)  -0.071
C (2.573, -3.072, 3.929)  -0.022
C (1.532, -3.118, 3.008)  -0.192
C (1.364, -4.129, 1.940)  -0.190
C (2.122, -5.285, 1.791)  -0.024
C (1.836, -6.171, 0.764)  -0.075
C (0.793, -5.917, -0.118)  -0.074
C (0.033, -4.763, 0.018)  -0.087
C (0.327, -3.865, 1.034)  -0.269
H (-5.340, -4.585, 4.094)  0.102
H (-4.743, -5.233, 1.782)  0.106
H (-2.759, -4.257, 0.697)  0.100
H (-1.915, -2.029, 4.261)  0.094
H (-3.919, -2.978, 5.326)  0.104
H (-0.037, -0.214, 3.830)  0.104
H (1.793, -0.169, 5.495)  0.105
H (3.462, -1.985, 5.544)  0.104
H (3.338, -3.838, 3.933)  0.106
H (2.925, -5.504, 2.483)  0.107
H (2.425, -7.072, 0.655)  0.104
H (0.570, -6.618, -0.911)  0.104
H (-0.781, -4.559, -0.666)  0.088

As for the gap between HOMO and LUMO (spin up / spin down): 8.2 / 8.2 eV. Its relative energy (zero: lowest compared OMol25 entry of this formula, charge and spin) is 0.1203 eV. As for the HOMO energy (spin up / spin down): -7.8 / -7.8 eV.

---

Record 6
This record from OMol25 describes a gas-phase ion, C5H8N (charge +1). The level of theory is the ωB97M-V functional and the def2-TZVPD basis.

Last column: natural (NBO) charge in e.
Geometry (Å):
C (0.680, -1.685, 2.156)  -0.402
C (0.200, -1.524, 0.872)  0.154
C (1.623, -2.639, 1.943)  0.062
C (-0.185, -0.831, -0.267)  -0.231
C (-0.259, 1.349, -1.291)  -0.400
N (-0.609, 0.519, -0.089)  -0.518
H (0.220, -1.458, 3.104)  0.242
H (2.233, -2.794, 0.999)  0.226
H (-0.067, -1.171, -1.348)  0.261
H (-0.092, 2.271, -0.891)  0.226
H (0.741, 0.983, -1.726)  0.247
H (-1.078, 1.217, -1.990)  0.242
H (-1.625, 0.482, 0.091)  0.442
H (-0.223, 1.015, 0.791)  0.449

As for the gap between HOMO and LUMO (spin up / spin down): 8.7 / 8.4 eV. Its relative energy (zero: lowest compared OMol25 entry of this formula, charge and spin) is 6.8489 eV. As for the HOMO energy (spin up / spin down): -13.3 / -12.8 eV. Its total charge is +1.

---

Record 7
This record from OMol25 describes 2 unconnected molecules or ions with the total composition C7H5NO3S. The level of theory is the ωB97M-V functional and the def2-TZVPD basis.

Last column: natural (NBO) charge in e.
Geometry (Å):
C (-1.350, 2.416, -0.450)  0.562
C (2.233, -0.100, 0.039)  -0.152
C (1.531, -0.405, 1.266)  -0.188
C (1.493, -0.086, -1.154)  -0.192
C (0.204, -0.598, 1.323)  -0.215
C (0.160, -0.467, -1.143)  -0.185
C (-0.437, -0.714, 0.090)  -0.252
N (-0.309, 2.938, -0.461)  -0.511
O (-2.661, -1.369, -1.126)  -0.787
O (-2.677, -1.409, 1.343)  -0.780
O (-2.408, 1.843, -0.363)  -0.622
S (-2.274, -0.794, 0.117)  2.092
H (3.233, 0.168, 0.261)  0.234
H (2.105, -0.616, 2.178)  0.227
H (1.924, 0.449, -2.133)  0.254
H (-0.336, -0.593, 2.268)  0.254
H (-0.432, -0.664, -2.054)  0.261

As for the gap between HOMO and LUMO (spin up / spin down): 5.4 / 5.4 eV. Its relative energy (zero: lowest compared OMol25 entry of this formula, charge and spin) is 4.9096 eV. As for the HOMO energy (spin up / spin down): -9.4 / -9.4 eV.

---

Record 8
This record from OMol25 describes a molecular structure, C34H22BrCuF4N3O2P. The level of theory is the ωB97M-V functional and the def2-TZVPD basis.

Last column: natural (NBO) charge in e.
Geometry (Å):
Cu (-6.230, 13.538, 15.196)  0.780
C (-4.762, 5.545, 12.403)  -0.247
O (-5.848, 6.402, 12.733)  -0.501
C (-6.286, 7.359, 11.835)  0.297
C (-7.520, 7.914, 12.173)  -0.237
C (-8.114, 8.882, 11.349)  -0.227
C (-7.457, 9.260, 10.173)  0.096
C (-6.254, 8.650, 9.805)  -0.189
C (-5.679, 7.726, 10.647)  -0.312
N (-8.003, 10.154, 9.231)  -0.153
N (-8.510, 11.266, 9.491)  -0.111
C (-8.399, 11.764, 10.877)  0.053
C (-9.548, 12.134, 11.555)  -0.187
C (-9.482, 12.800, 12.744)  -0.304
C (-8.294, 13.070, 13.365)  0.374
O (-8.244, 13.493, 14.610)  -0.857
C (-7.068, 12.738, 12.648)  0.084
N (-5.876, 12.869, 13.298)  -0.530
C (-4.710, 12.751, 12.641)  0.041
C (-4.720, 12.409, 11.291)  -0.276
C (-5.913, 12.015, 10.674)  -0.116
C (-7.149, 12.116, 11.390)  -0.111
H (-4.484, 4.999, 13.308)  0.200
H (-3.895, 6.034, 12.016)  0.173
H (-5.133, 4.872, 11.631)  0.178
H (-8.045, 7.481, 13.062)  0.232
H (-9.203, 9.175, 11.521)  0.238
H (-5.768, 8.972, 8.867)  0.225
H (-4.694, 7.476, 10.351)  0.220
H (-10.526, 11.975, 11.138)  0.218
H (-10.409, 13.024, 13.247)  0.217
H (-3.849, 12.759, 13.288)  0.204
H (-3.787, 12.326, 10.711)  0.224
H (-5.967, 11.840, 9.623)  0.223
F (-2.058, 10.602, 20.106)  -0.257
C (-2.932, 11.366, 19.573)  0.302
C (-2.768, 12.701, 19.722)  0.258
F (-1.815, 13.179, 20.529)  -0.279
C (-3.654, 13.564, 19.074)  0.412
F (-3.468, 14.893, 19.277)  -0.309
C (-4.708, 13.124, 18.265)  -0.481
P (-5.690, 14.214, 17.259)  0.815
C (-4.818, 15.832, 17.156)  -0.336
C (-5.434, 17.053, 17.597)  -0.187
C (-4.726, 18.271, 17.493)  -0.204
C (-3.411, 18.289, 17.022)  -0.196
C (-2.853, 17.058, 16.570)  -0.214
C (-3.545, 15.891, 16.581)  -0.154
C (-7.179, 14.475, 18.344)  -0.345
C (-7.126, 14.335, 19.701)  -0.192
C (-8.267, 14.448, 20.545)  -0.213
C (-9.459, 14.633, 19.911)  -0.193
C (-9.590, 14.628, 18.524)  -0.216
C (-8.440, 14.520, 17.755)  -0.171
C (-4.774, 11.712, 18.084)  -0.115
Br (-6.161, 10.981, 17.060)  0.165
C (-4.002, 10.901, 18.876)  0.292
F (-4.175, 9.577, 18.785)  -0.290
H (-6.417, 17.004, 17.972)  0.222
H (-5.189, 19.162, 17.853)  0.216
H (-2.710, 19.119, 17.190)  0.221
H (-1.841, 17.145, 16.344)  0.210
H (-3.096, 14.988, 16.355)  0.196
H (-6.136, 14.095, 20.075)  0.205
H (-8.175, 14.314, 21.648)  0.228
H (-10.413, 14.692, 20.468)  0.216
H (-10.503, 14.622, 17.964)  0.227
H (-8.514, 14.505, 16.704)  0.250

As for the gap between HOMO and LUMO: 6.7 eV. Its relative energy (zero: lowest compared OMol25 entry of this formula, charge and spin) is 0.0000 eV. As for the HOMO energy: -6.9 eV.

---

M for every record listed, in sequence, given in g mol⁻¹: 114.533; 197.082; 2598.205; 117.108; 699.290; 82.126; 183.188; 754.985.